Here is 3 unconnected molecules or ions with the total composition C21H39F10O10PS at a distorted geometry from OMol25. Energies are from ωB97M-V/def2-TZVPD.

The geometry in XYZ format:
```
82
Properties=species:S:1:pos:R:3:forces:R:3
S -2.7509 1.2386 1.7763 1.224 1.918 3.309
P -2.2964 2.5690 0.1020 -0.450 -0.062 -2.791
F -1.7333 -0.7311 -1.6032 -0.460 0.856 -0.253
F -3.0142 3.9517 0.4756 0.434 -0.445 0.703
F -1.0781 -2.7255 -1.6580 0.316 -0.831 -0.368
F -4.8694 -0.2245 1.6981 -0.476 0.024 0.766
F -0.7979 -1.1689 0.6826 0.075 0.856 0.267
F -3.1897 -2.3221 -1.5621 -1.068 -0.432 -0.272
F -2.7442 -1.7852 2.5214 0.351 0.455 0.750
F -1.4746 -3.1906 0.7478 -0.242 -0.494 0.164
F -4.0053 0.0759 -0.2116 0.375 -0.227 -0.751
F -4.0613 -2.4995 1.0369 -0.357 -0.532 -0.901
O -3.6703 1.9693 2.6029 -1.377 0.161 -0.843
O 0.1411 1.9915 -0.6173 0.045 0.030 0.946
O 0.9492 -6.2645 -5.4312 -0.023 -0.018 0.022
O -1.2341 -6.1903 -3.2926 0.426 0.053 0.020
O -0.4261 6.2047 2.7743 -0.162 0.249 0.216
O 2.2464 6.1321 4.4712 0.143 0.322 -0.235
O -0.5802 -8.8348 -4.9102 0.038 0.208 -0.354
O -1.6119 0.8410 2.5614 0.654 -1.133 -1.196
O 0.8535 8.7655 3.7754 0.011 -0.050 0.001
O 1.9251 -0.5546 0.1098 0.381 0.324 -0.538
C 2.0172 0.5133 -0.8393 0.129 0.237 1.391
C 2.7251 -1.4972 2.1268 0.188 0.083 -0.854
C 1.0668 8.1162 2.5306 0.125 0.066 -0.072
C -1.8073 6.0560 3.0568 0.166 -0.141 -0.090
C 1.4898 1.8081 -0.1735 0.090 -0.795 -1.155
C 0.7198 7.9630 4.9424 -0.140 0.027 0.080
C 1.2813 -7.3076 -4.5247 0.098 0.052 0.099
C -2.0152 -1.9487 -1.1540 1.530 0.922 0.783
C -3.0902 -1.6169 1.2488 0.448 0.523 0.031
C -0.4157 -5.8860 -5.5580 -0.052 -0.007 -0.154
C 3.6184 5.9696 4.1812 -0.187 -0.193 0.070
C 1.9655 7.2040 5.3592 -0.142 -0.224 -0.050
C -0.1235 7.3454 1.9882 0.188 -0.224 -0.018
C -1.0319 -5.2437 -4.3295 -0.166 -0.214 0.028
C 0.8311 -8.6969 -4.9389 -0.104 -0.019 0.273
C 3.0728 -0.5876 0.9396 0.044 -0.464 0.822
C -3.7163 -0.2070 1.0563 -0.111 -0.081 0.237
C -1.1147 -9.4719 -6.0522 -0.016 -0.017 0.222
C -0.4923 2.9954 0.1443 -0.211 0.330 0.374
C -1.8300 -1.9389 0.4026 -0.487 -1.222 -0.685
C -0.9308 -5.7026 -2.0017 -0.220 -0.264 -0.065
H 2.8089 7.9017 5.4137 0.008 -0.031 -0.042
H 2.1106 2.6598 -0.4904 -0.237 0.045 0.216
H 3.0801 0.6797 -1.0622 -0.224 -0.179 -0.472
H 3.9439 -0.9775 0.3883 -0.176 0.059 -0.026
H -1.9050 5.3894 3.9132 0.044 -0.078 -0.074
H 0.4863 8.6685 5.7440 0.090 0.057 -0.042
H 3.6966 5.4107 3.2481 -0.028 -0.061 0.048
H 0.1221 6.9948 0.9764 0.003 0.224 -0.081
H -1.0212 -6.7206 -5.9133 -0.070 -0.067 0.214
H -0.0963 3.1223 1.1604 0.090 -0.139 -0.167
H 4.1132 5.4017 4.9758 0.154 0.082 -0.018
H 1.8008 6.7749 6.3552 -0.008 0.212 0.109
H 1.4250 0.2293 -1.7098 0.150 0.229 -0.016
H -0.4003 3.9524 -0.3961 -0.289 0.021 0.329
H -0.1401 7.2974 4.8622 0.125 -0.183 -0.072
H 1.2760 8.9218 1.8211 -0.089 0.046 0.043
H 1.9652 7.4987 2.5584 -0.112 -0.207 0.070
H 4.1206 6.9322 4.0429 0.022 0.011 0.054
H -1.7744 -5.1318 -1.6050 0.098 0.082 0.113
H -2.1763 -9.2305 -6.1027 -0.004 -0.058 0.082
H -2.2720 7.0124 3.3168 0.012 0.014 -0.047
H 0.9563 -7.0665 -3.5123 -0.223 -0.106 -0.019
H -0.9968 -10.5578 -5.9750 -0.009 -0.025 -0.155
H -2.3206 5.6170 2.1971 -0.186 0.060 0.066
H -0.3888 -4.4219 -3.9939 0.003 -0.035 0.032
H 1.2322 -8.9194 -5.9329 -0.071 0.007 -0.043
H -0.0278 -5.0853 -2.0027 -0.033 0.065 -0.006
H 1.2477 -9.4230 -4.2287 0.209 0.047 -0.073
H 3.3593 0.4123 1.3053 -0.254 -0.027 -0.126
H 2.3744 -7.3218 -4.4958 -0.007 0.002 -0.110
H -2.0130 -4.8328 -4.6000 0.092 0.175 -0.149
H 3.4819 -1.4552 2.9130 -0.148 0.078 -0.044
H 1.7380 -1.1982 2.4869 0.186 -0.121 0.212
H -0.4275 -5.1385 -6.3558 0.084 0.046 0.058
H -0.7516 -6.5622 -1.3553 -0.088 -0.024 -0.025
H 2.6790 -2.5202 1.7400 -0.156 0.055 0.270
H 1.5204 1.6669 0.9123 0.022 0.178 -0.099
H -0.6411 -9.1141 -6.9724 0.031 -0.036 0.001
H -0.9830 8.0194 1.9187 -0.041 -0.031 0.057
```
Forces are in eV/Å.

Output
Gap between HOMO and LUMO: 8.90 eV
LUMO: -0.163 eV
E: -90176.9658 eV
SMILES: CCOCCOCP(F)S(=O)(=O)C(F)(F)C(F)(F)C(F)(F)C(F)(F)F.COCCOCCOC.COCCOCCOC
Spin multiplicity: 1